# 1
Entry from the Open Molecules 2025 dataset: a cluster of 2 separate species, CH4O2P in total (ωB97M-V/def2-TZVPD).

The geometry in XYZ format:
```
8
Properties=species:S:1:pos:R:3:forces:R:3
C -0.598480 -1.419734 0.180766 2.222 0.277 1.116
O 0.863990 1.879877 -0.433229 0.313 -0.877 1.081
O -3.026457 -1.662809 -0.832319 0.163 0.140 -0.622
P -1.709301 -0.911069 -0.994752 0.141 -0.448 1.330
H 0.966721 2.685305 -0.917173 -0.359 0.203 -0.872
H -0.643810 -2.312329 0.857584 -0.643 0.706 -0.659
H 0.399396 -0.876747 0.477430 -1.819 -0.642 -1.202
H 0.356795 1.185847 -0.886894 -0.018 0.641 -0.172
```
Forces are in eV/Å.

The energy above the lowest of the compared OMol25 structures with the same formula, charge and spin is 208.3 kJ/mol. The value obtained for the molecular weight is 79.015 Da. The energy is -14485.991 eV. As for the HOMO energy: -3.00 eV. Its charge is -1.



# 2
Entry from the Open Molecules 2025 dataset: a cluster of 2 separate species, CH4O2PS in total (ωB97M-V/def2-TZVPD).

The geometry in XYZ format:
```
9
Properties=species:S:1:pos:R:3:forces:R:3
C 0.117959 1.126190 -0.066612 0.664 -1.585 -1.022
O 0.370322 -2.596688 -0.112394 1.762 2.360 -2.097
O 1.718113 -0.001116 1.822809 -0.379 -0.348 2.655
P 1.515569 -0.029482 0.396771 -0.668 0.304 -1.101
S 3.063742 -0.076880 -0.714835 -0.072 -0.117 -1.075
H -0.352755 0.598400 -0.859500 -0.696 -0.676 -0.856
H -0.647084 1.321630 0.635811 -0.340 -0.093 1.305
H 0.402091 2.032029 -0.547709 0.958 0.780 -0.022
H -0.089674 -2.914785 0.618402 -1.228 -0.625 2.214
```
Forces are in eV/Å.

The energy above the lowest of the compared OMol25 structures with the same formula, charge and spin is 357.0 kJ/mol. The value obtained for the molecular weight is 111.082 Da. The energy is -25321.588 eV. As for the HOMO energy: -3.99 eV. Its charge is -1.



# 3
Entry from the Open Molecules 2025 dataset: a cluster of 2 separate species, CH4O3 in total (ωB97M-V/def2-TZVPD).

The geometry in XYZ format:
```
8
Properties=species:S:1:pos:R:3:forces:R:3
O 1.002839 -1.196676 -1.889018 0.105 -0.365 -0.155
C 0.473179 -0.127074 -1.932338 -0.048 0.038 0.084
O 0.082871 0.559142 -0.859504 -0.333 -0.263 0.378
H 0.225856 0.412231 -2.851197 0.110 0.126 -0.072
H 0.138272 -0.049709 -0.090054 0.122 0.503 -0.100
O -0.464513 0.111215 2.159701 0.222 -0.277 0.444
H -1.259537 0.544611 2.451862 -0.760 0.578 -0.405
H -0.198964 -0.253739 3.010550 0.582 -0.340 -0.174
```
Forces are in eV/Å.

The energy above the lowest of the compared OMol25 structures with the same formula, charge and spin is 21.4 kJ/mol. The value obtained for the molecular weight is 64.040 Da. The energy is -7244.430 eV. The SMILES is O=CO.O. As for the HOMO energy: -10.65 eV. Its charge is 0.



# 4
Entry from the Open Molecules 2025 dataset: the ion CH4O3P4 with charge -2 (ωB97M-V/def2-TZVPD).

The geometry in XYZ format:
```
12
Properties=species:S:1:pos:R:3:forces:R:3
C -1.605193 -1.342800 -0.561395 3.359 0.096 -0.074
O 0.978100 -0.934318 0.432032 0.416 -0.676 -0.168
O -0.276835 -2.959103 1.264627 0.056 -0.796 1.089
O 0.562444 -2.980341 -1.193555 0.958 -0.402 -0.856
P 0.703149 0.500027 -0.155035 -1.016 -0.088 0.361
P 0.871997 1.723324 1.578918 0.260 -0.719 0.318
P 0.592145 3.627189 0.584354 -0.488 0.828 0.487
P -0.081041 -2.319499 -0.045512 -3.027 2.549 -0.451
H -2.510324 -1.365783 -0.034076 -0.961 -0.176 1.371
H -1.822952 -1.253167 -1.606416 0.294 -0.212 -0.805
H 1.843163 4.270983 0.364291 0.426 -0.093 0.387
H 0.745349 3.033489 -0.628233 -0.276 -0.310 -1.659
```
Forces are in eV/Å.

The energy above the lowest of the compared OMol25 structures with the same formula, charge and spin is 159.1 kJ/mol. The value obtained for the molecular weight is 187.936 Da. The energy is -44399.379 eV. As for the HOMO energy (spin up / spin down): 1.06 / 1.12 eV. Its charge is -2.



# 5
Entry from the Open Molecules 2025 dataset: a cluster of 2 separate species, CH4O3S in total (ωB97M-V/def2-TZVPD).

The geometry in XYZ format:
```
9
Properties=species:S:1:pos:R:3:forces:R:3
C 1.097574 -0.973893 -1.426401 0.711 -0.121 -0.352
O 1.515796 -1.512113 -0.282790 -0.316 -0.346 0.140
O 0.116120 -0.302360 -1.667777 0.448 -1.165 -0.123
O -0.114828 -0.138188 1.008677 1.542 -3.314 3.409
S -0.390340 1.014486 0.219983 -3.611 2.212 -2.701
H 1.854321 -1.176355 -2.223209 -0.411 -0.041 0.477
H 0.927844 -1.366505 0.534626 0.308 0.606 -1.654
H -1.835956 0.718056 -0.008014 1.844 1.363 -0.301
H -0.703801 1.979330 1.070150 -0.516 0.807 1.103
```
Forces are in eV/Å.

The energy above the lowest of the compared OMol25 structures with the same formula, charge and spin is 247.6 kJ/mol. The value obtained for the molecular weight is 96.107 Da. The energy is -18077.281 eV. As for the HOMO energy: -9.67 eV. Its charge is 0.



# 6
Entry from the Open Molecules 2025 dataset: a cluster of 2 separate species, CH4O4P in total (ωB97M-V/def2-TZVPD).

The geometry in XYZ format:
```
10
Properties=species:S:1:pos:R:3:forces:R:3
C 0.720522 -0.011032 0.219796 0.693 2.107 -3.659
O -1.674970 -1.155537 0.177171 -0.532 -1.648 0.937
O -1.524827 1.395795 -0.157803 0.453 0.930 0.557
O 1.321225 -1.161034 0.496503 1.426 -1.057 0.985
O 0.894357 1.027556 1.075451 -1.896 0.064 0.395
P -1.020410 0.018415 -0.420236 -0.437 -0.118 -0.144
H 1.625503 0.571384 -1.216485 -1.490 -1.071 2.052
H 0.789383 -1.966801 0.627732 -0.683 1.023 -0.330
H -0.043265 1.478401 0.975227 1.813 -0.276 0.143
H -1.087516 -0.197149 -1.777360 0.653 0.046 -0.935
```
Forces are in eV/Å.

The energy above the lowest of the compared OMol25 structures with the same formula, charge and spin is 187.6 kJ/mol. The value obtained for the molecular weight is 111.013 Da. The energy is -18581.177 eV. As for the HOMO energy: -4.31 eV. Its charge is -1.



# 7
Entry from the Open Molecules 2025 dataset: a structure of composition CH4OS (ωB97M-V/def2-TZVPD).

The geometry in XYZ format:
```
7
Properties=species:S:1:pos:R:3:forces:R:3
C 0.408192 0.339542 -0.017887 -5.485 -0.459 -0.207
O 0.667180 -0.308425 -1.213083 1.107 -0.020 0.619
S 0.173934 -0.803720 1.352567 5.717 -0.231 -0.156
H 0.881083 1.247058 0.037953 2.114 1.436 1.097
H -0.883000 0.929256 0.074500 1.729 -1.331 -0.714
H -0.118284 -0.618455 -1.646340 -1.019 -0.171 -0.127
H -1.129105 -0.785255 1.412289 -4.164 0.775 -0.514
```
Forces are in eV/Å.

The energy above the lowest of the compared OMol25 structures with the same formula, charge and spin is 237.5 kJ/mol. The value obtained for the molecular weight is 64.109 Da. The multiplicity is 3. The energy is -13977.463 eV. As for the expectation value of S²: 2.006. As for the HOMO energy (spin up / spin down): -4.58 / -10.45 eV. Its charge is 0.



# 8
Entry from the Open Molecules 2025 dataset: a cluster of 2 separate species, CH4OS2 in total (ωB97M-V/def2-TZVPD).

The geometry in XYZ format:
```
8
Properties=species:S:1:pos:R:3:forces:R:3
C -0.250126 -0.675597 0.792003 2.764 -2.206 -1.008
O -1.448180 -0.876463 0.968742 0.362 1.685 2.017
S 0.828399 1.528791 -0.571122 2.590 1.666 -1.500
S -2.580444 -1.683904 0.130285 -1.141 -1.006 -1.308
H 0.416824 -0.256191 1.579705 -1.158 0.029 -0.502
H 0.276320 -1.251588 -0.060163 -0.925 1.105 1.065
H 0.678674 0.989567 -1.797480 -0.087 0.029 0.228
H 2.078532 2.225386 -1.041970 -2.404 -1.302 1.007
```
Forces are in eV/Å.

The energy above the lowest of the compared OMol25 structures with the same formula, charge and spin is 322.8 kJ/mol. The value obtained for the molecular weight is 96.176 Da. The energy is -24815.930 eV. As for the HOMO energy (spin up / spin down): -8.25 / -8.25 eV. Its charge is 0.



- Which value of energy does entry 2 give?
  -25321.588 eV



- What is the molecular weight in the sixth record?
  111.013 Da



- What is the molecular weight in the third record?
  64.040 Da